Below is a cluster of 2 separate species, CH9N5O in total, with properties calculated with the ωB97M-V functional and the def2-TZVPD basis.

XYZ file:
```
16
Properties=species:S:1:pos:R:3:forces:R:3:lowdin_charge:R:1
C -0.468 0.484 -1.378 0.160 0.041 0.011 -0.091
N 0.490 0.011 -0.382 0.218 0.291 -0.225 -0.419
N 0.987 1.040 0.450 0.070 0.203 0.174 0.018
N 1.595 -0.664 -0.949 0.205 -0.201 -0.139 0.015
H 0.003 1.152 -2.121 0.008 -0.057 0.102 0.078
H -1.265 1.024 -0.870 -0.033 -0.035 0.003 0.071
H -0.891 -0.377 -1.897 -0.025 0.033 -0.038 0.075
H 1.278 1.863 -0.084 -0.113 -0.138 -0.065 0.074
H 0.241 1.307 1.092 0.057 -0.049 -0.161 0.037
H 2.032 -0.135 -1.715 -0.316 -0.116 0.168 0.073
H 1.275 -1.560 -1.306 0.047 0.190 -0.026 0.071
N -0.852 -1.263 1.808 0.331 -0.092 0.143 0.076
N -1.812 -0.435 2.123 -0.117 0.364 0.038 -0.156
O -1.572 0.758 1.956 0.084 -0.757 -0.013 -0.112
H 0.018 -0.962 1.352 -0.429 0.164 -0.052 0.086
H -1.059 -2.243 1.920 -0.147 0.159 0.079 0.103
```
Forces are in eV/Å.

The calculation puts the LUMO energy at 0.033 hartree. As for the relative energy (zero: lowest compared OMol25 entry of this formula, charge and spin): 73.3 kcal per mole. For the HOMO energy, the calculation gives -9.093 eV. Its multiplicity is 1. The structure (SMILES) is CN(N)N.NN=O. The value obtained for the HOMO-LUMO gap is 9.99 eV.